The following is a DFT calculation (ωB97M-V with the def2-TZVPD basis set) of the ion C5H13N3S4 with charge +2 in a non-equilibrium geometry.

relative energy (zero: lowest compared OMol25 entry of this formula, charge and spin)	0.000	eV
HOMO-LUMO gap (spin up / spin down)	6.2 / 6.4	eV
net charge	+2
energy	-1954.57996	hartree
LUMO energy (spin up / spin down)	-9.0 / -8.9	eV

Atoms and positions in Å:
S 0.19 0.58 -2.00
S -3.51 2.10 0.36
S -2.61 -1.21 0.35
S -5.32 -1.28 -0.56
N -3.88 -0.62 -0.36
N -0.93 2.65 0.14
N -0.10 -0.23 0.52
C 0.09 -1.16 1.67
C -1.50 0.15 0.35
C 1.96 -1.12 -0.63
C 0.49 -0.78 -0.76
C -1.97 1.58 0.30
H 1.06 0.17 -2.92
H -0.27 -2.15 1.41
H -0.37 2.83 0.99
H -0.47 -0.79 2.53
H -1.47 3.51 -0.05
H 0.45 0.61 0.74
H -5.86 -0.17 -1.11
H 1.14 -1.21 1.94
H 2.54 -0.27 -0.27
H -0.11 -1.65 -1.05
H 2.12 -1.97 0.03
H 2.35 -1.41 -1.60
H -0.31 2.47 -0.67


The following is a DFT calculation (ωB97M-V with the def2-TZVPD basis set) of a structure of composition C14H41AlN8O7PS.

HOMO-LUMO gap	6.7	eV
net charge	-1
energy	-2505.03162	hartree
LUMO energy	2.0	eV

Atoms and positions in Å:
S 2.01 1.17 1.08
P 2.85 0.92 2.94
Al 5.28 1.45 3.03
O -2.57 -1.33 -0.74
O 3.27 -3.24 2.64
O 3.14 -0.46 -6.40
O -7.65 3.18 -0.27
O -7.58 -0.76 -2.75
O 3.41 -0.77 -1.71
O 0.28 1.72 5.54
N 4.61 1.07 -1.26
N 6.18 -0.15 3.17
N -6.26 0.91 -2.00
N 0.78 2.65 7.53
N -1.27 0.34 0.06
N 2.60 -0.46 -8.59
N -7.88 3.63 1.93
N 2.86 -2.22 0.66
C 3.28 -3.24 1.42
C -5.22 -1.18 -2.61
C 1.17 -1.66 -7.01
C -6.47 -0.35 -2.47
C 3.81 -4.44 0.66
C -0.21 -1.76 -0.47
C -7.42 1.34 1.23
C -7.66 2.79 0.89
C -1.40 1.60 7.23
C -0.05 1.99 6.67
C -1.47 -0.92 -0.41
C 4.66 0.15 -3.52
C 2.39 -0.81 -7.29
C 4.18 0.11 -2.09
H 1.50 -2.58 -6.54
H -7.05 1.52 -1.85
H 0.65 -1.18 -0.16
H -5.35 1.23 -1.76
H 5.45 2.44 4.30
H 3.40 0.11 -8.81
H 3.78 -4.32 -0.43
H -8.03 4.60 1.73
H 4.84 -4.62 0.97
H -6.45 1.06 0.83
H 1.98 -0.75 -9.32
H -5.31 -2.07 -1.98
H -0.36 0.62 0.42
H -8.17 0.74 0.71
H -2.17 2.04 6.60
H 4.22 1.14 -0.32
H -4.31 -0.67 -2.29
H 3.23 -5.32 0.94
H -5.12 -1.52 -3.64
H -1.50 0.51 7.15
H -0.33 -2.60 0.21
H -2.06 0.94 0.17
H 6.11 -0.66 2.30
H -7.45 1.11 2.30
H 0.60 -1.90 -7.91
H 3.79 0.23 -4.18
H -0.05 -2.14 -1.47
H 5.58 2.13 1.60
H 1.69 2.92 7.19
H 5.23 1.80 -1.57
H 2.64 -0.41 3.36
H 5.78 -0.79 3.86
H 5.34 0.98 -3.72
H 2.48 -1.37 1.06
H 2.90 -2.21 -0.34
H 2.07 1.57 3.91
H -7.87 3.31 2.88
H 0.54 -1.13 -6.30
H 0.51 2.87 8.47
H 5.16 -0.79 -3.76
H -1.56 1.90 8.26


The following is a DFT calculation (ωB97M-V with the def2-TZVPD basis set) of an isolated molecule of CH3INOP in a non-equilibrium geometry.

relative energy (zero: lowest compared OMol25 entry of this formula, charge and spin)	1.832	eV
HOMO-LUMO gap	8.6	eV
energy	-808.87884	hartree
LUMO energy	-0.8	eV

Atoms and positions in Å:
I 2.75 -3.37 -0.52
P -0.61 0.03 -0.74
O 0.08 -2.88 -1.78
N 0.66 -0.88 -0.21
C 0.90 -2.35 -1.14
H 1.01 -0.70 0.72
H -0.09 -0.05 -2.08
H -1.64 -1.00 -0.82


The following is a DFT calculation (ωB97M-V with the def2-TZVPD basis set) of a structure of composition H2INO2S in a non-equilibrium geometry.

relative energy (zero: lowest compared OMol25 entry of this formula, charge and spin)	1.706	eV
HOMO-LUMO gap (spin up / spin down)	8.0 / 8.0	eV
energy	-902.22814	hartree
LUMO energy (spin up / spin down)	-2.3 / -2.3	eV

Atoms and positions in Å:
I 3.56 0.55 -0.07
S 1.94 -1.27 0.01
O 2.18 -2.12 -1.10
O 1.90 -1.76 1.35
N -0.09 -0.25 -0.30
H -0.40 -0.20 0.66
H 0.18 0.69 -0.59